# 1
10
Properties=species:S:1:pos:R:3:nbo_charge:R:1 method="wB97M-V/def2-TZVPD" homo_lumo_gap_ha=0.3447 energy_ha=-363.55385 smiles="[H]/N=C1/C=C(F)C=N1"
C 0.710 1.174 -0.007 0.05
N -2.134 -0.618 -0.001 -0.53
C -0.942 -0.202 0.000 0.35
C 1.278 -0.188 -0.002 0.35
H -2.742 0.168 0.013 0.35
N -0.574 1.190 -0.009 -0.43
C 0.266 -1.056 -0.006 -0.33
H 1.293 2.098 0.024 0.21
H 0.269 -2.160 -0.010 0.25
F 2.576 -0.405 -0.001 -0.29

=====

# 2
12
Properties=species:S:1:pos:R:3:nbo_charge:R:1 method="wB97M-V/def2-TZVPD" homo_lumo_gap_ha=0.2938 charge=-1 energy_ha=-534.46836 smiles="O=C([O-])NOCC#CF"
O -1.092 0.592 0.840 -0.40
C -0.840 0.147 -1.658 0.83
O -1.074 -0.829 -2.393 -0.77
N -1.408 -0.200 -0.288 -0.41
O -0.444 1.327 -1.930 -0.79
C 1.108 -0.193 1.011 -0.18
H -1.001 -1.204 -0.232 0.34
C 0.265 0.963 1.039 -0.15
C 1.469 -1.309 0.783 0.39
F 2.054 -2.378 0.404 -0.27
H 0.316 1.346 2.047 0.19
H 0.648 1.738 0.377 0.22

=====

# 3
13
Properties=species:S:1:pos:R:3:nbo_charge:R:1 method="wB97M-V/def2-TZVPD" homo_lumo_gap_ha=0.1933 charge=-2 energy_ha=-630.25784
O 2.497 1.990 0.121 -0.60
C -0.787 -0.028 -0.600 -0.11
O -2.002 1.842 0.206 -0.80
O -1.526 0.136 1.623 -0.84
F -0.921 0.539 -1.829 -0.38
C -0.445 -1.426 -0.516 0.64
O -0.333 -1.863 0.828 -0.82
H -0.833 -1.186 1.467 0.51
H 1.924 0.267 0.809 0.11
C 2.100 0.882 -0.079 0.28
O -0.194 -2.257 -1.465 -0.80
C -1.525 0.701 0.470 0.70
H 2.046 0.404 -1.034 0.12

=====

# 4
12
Properties=species:S:1:pos:R:3:nbo_charge:R:1 method="wB97M-V/def2-TZVPD" homo_lumo_gap_ha="0.2317 / 0.2135" charge=+1 energy_ha=-1583.19039 spin_multiplicity=5
H -2.833 2.988 1.191 0.18
O -2.212 2.027 -0.514 -1.10
C -1.985 2.405 0.805 -0.05
Fe -1.607 0.235 -0.395 1.43
H 1.314 -0.225 0.396 0.21
Li -2.460 3.185 -1.707 0.98
C 0.278 1.429 0.967 -0.33
H 1.240 1.950 0.906 0.25
C 0.317 0.069 0.827 -0.09
C -0.880 2.155 1.534 -0.50
O -0.774 -0.711 1.099 -0.92
Li -1.188 0.374 2.695 0.94

=====

# 5
12
Properties=species:S:1:pos:R:3:nbo_charge:R:1 method="wB97M-V/def2-TZVPD" homo_lumo_gap_ha="0.2329 / 0.2311" charge=+2 energy_ha=-1582.56425 spin_multiplicity=6
H -0.578 2.869 -0.396 0.37
Fe 0.902 0.595 0.423 1.25
Li 0.222 2.647 3.133 0.96
C -1.079 2.430 0.944 -0.55
C -1.274 1.515 2.125 -0.16
H -1.192 -0.513 2.813 0.25
O 1.356 2.495 1.391 -0.77
H -1.705 3.333 0.972 0.32
C -1.049 0.190 1.981 0.07
C 0.285 2.671 0.666 -0.01
O -0.620 -0.447 0.820 -0.71
Li 2.360 2.249 -1.042 0.98

=====

# 6
8
Properties=species:S:1:pos:R:3:nbo_charge:R:1 method="wB97M-V/def2-TZVPD" homo_lumo_gap_ha=0.2831 energy_ha=-451.68689
I 0.503 -2.926 -1.107 0.13
C -0.352 1.089 -1.252 0.17
H 0.856 1.154 0.728 0.26
H 0.007 -1.575 0.993 0.22
H -0.642 1.997 0.808 0.23
C -0.308 0.031 -0.345 -0.25
C -0.058 1.391 0.188 -0.52
C -0.005 -1.160 -0.012 -0.24

=====

# 7
9
Properties=species:S:1:pos:R:3:nbo_charge:R:1 method="wB97M-V/def2-TZVPD" homo_lumo_gap_ha=0.2862 energy_ha=-850.00378
C -0.082 -0.019 -0.047 -0.30
S -1.530 -2.285 -0.033 0.22
I -4.417 0.159 0.037 0.29
H 0.908 0.537 0.168 0.23
C -1.337 0.614 0.011 -0.36
C -2.422 -0.152 -0.022 -0.22
H -1.726 1.634 0.070 0.26
H 0.836 -1.954 0.191 0.23
C -0.073 -1.404 0.047 -0.36

=====

# 8
10
Properties=species:S:1:pos:R:3:nbo_charge:R:1 method="wB97M-V/def2-TZVPD" homo_lumo_gap_ha="0.2524 / 0.2583" charge=+2 energy_ha=-426.03985 spin_multiplicity=2
H 1.384 0.369 -0.852 0.33
H 0.894 1.025 0.718 0.35
In -1.372 -3.088 0.136 1.02
H -1.135 1.036 -0.074 0.29
Li 1.993 -2.191 -0.171 0.97
C -0.975 2.428 0.666 -0.03
C -0.474 -0.432 -0.521 0.57
C 0.176 2.394 1.130 0.03
O -1.320 -1.244 -0.855 -0.65
C 0.830 -0.297 -0.177 -0.88

=====

# 9
10
Properties=species:S:1:pos:R:3:nbo_charge:R:1 method="wB97M-V/def2-TZVPD" homo_lumo_gap_ha="0.2639 / 0.2863" energy_ha=-408.67919 spin_multiplicity=5
O 0.830 -1.344 1.529 -0.68
C -0.442 0.996 -0.919 -0.52
C -0.286 -0.473 -1.157 0.15
H -0.042 1.633 -1.722 0.25
Ir 0.242 -2.119 -0.061 0.98
C 0.567 0.637 0.149 -0.03
C 0.737 0.011 1.334 0.09
H 1.160 0.580 2.181 0.20
H -1.418 1.324 -0.517 0.24
O -1.349 -1.245 -0.817 -0.67

=====

# 10
11
Properties=species:S:1:pos:R:3:nbo_charge:R:1 method="wB97M-V/def2-TZVPD" homo_lumo_gap_ha="0.1497 / 0.1302" charge=+1 energy_ha=-911.79364
O -0.565 -1.896 1.552 -0.94
C 0.275 -1.144 2.113 0.19
H 1.679 1.258 0.241 0.27
Li -1.782 -2.032 -0.042 0.89
O 1.078 -1.643 -1.002 -0.60
H 0.230 1.044 2.424 0.24
C 1.084 0.403 0.533 -0.43
K -0.501 -3.885 -0.497 0.94
H 0.690 -1.476 3.065 0.15
C 0.549 0.250 1.761 -0.33
C 1.197 -0.826 -0.196 0.63